1.
Molecular formula: C3H9N3
Method: DFT, ωB97M-V with the def2-TZVPD basis set

Its total charge is 0. Its largest force on an atom is 3.4 eV/Å. Its relative energy (zero: lowest compared OMol25 entry of this formula, charge and spin) is 152.3 kJ/mol. The calculation puts the molar mass at 87.1 Da. The value obtained for the HOMO energy is -0.321 Ha. The total energy is -283.9251 hartree.

Positions of all 15 atoms, in Å:
1 C -1.408 1.220 -1.460
2 C -0.069 -0.032 0.072
3 C 1.149 -0.867 0.317
4 H -1.528 2.158 -0.896
5 H -1.459 1.670 -2.490
6 H -2.408 0.593 -1.063
7 H 0.285 -0.036 -1.785
8 H -0.825 -0.456 1.670
9 H 1.987 -0.324 -0.065
10 H 0.999 -1.889 0.040
11 H 1.816 -1.702 1.983
12 H 1.559 -0.085 2.157
13 N -0.155 0.545 -1.125
14 N -1.081 0.138 0.855
15 N 1.137 -0.932 1.791

Here is what Löwdin gives for the atomic charges, in e: atom 1 (C): -0.133, atom 2 (C): -0.520, atom 3 (C): -0.191, atom 4 (H): 0.061, atom 5 (H): 0.078, atom 6 (H): 0.130, atom 7 (H): 0.107, atom 8 (H): 0.041, atom 9 (H): 0.108, atom 10 (H): 0.117, atom 11 (H): 0.088, atom 12 (H): 0.079, atom 13 (N): -0.044, atom 14 (N): 0.113, atom 15 (N): -0.034



2.
Molecular formula: C5H12N2O
Method: DFT, ωB97M-V with the def2-TZVPD basis set

Its total charge is 0. Its largest force on an atom is 8.4 eV/Å. Its relative energy (zero: lowest compared OMol25 entry of this formula, charge and spin) is 382.0 kJ/mol. The calculation puts the molar mass at 116.2 Da. The value obtained for the HOMO energy is -0.327 Ha. The total energy is -382.3570 hartree.

Positions of all 20 atoms, in Å:
1 C 2.525 -0.543 0.877
2 O 2.633 0.745 0.362
3 C 1.176 -1.141 0.534
4 C 0.036 -0.263 1.128
5 C -0.363 0.870 0.205
6 N -3.296 0.355 -1.990
7 C -1.902 0.545 -1.671
8 N -1.663 0.621 -0.365
9 H 2.866 -0.495 2.033
10 H 3.270 -1.303 0.618
11 H 1.932 1.320 0.525
12 H 1.090 -1.215 -0.612
13 H 1.170 -2.087 0.893
14 H -0.900 -1.064 1.300
15 H 0.061 -0.108 2.283
16 H 0.465 1.098 -0.504
17 H -0.483 1.855 0.812
18 H -3.918 0.042 -1.147
19 H -3.394 -0.146 -2.888
20 H -1.306 0.913 -2.393

Here is what Löwdin gives for the atomic charges, in e: atom 1 (C): -0.307, atom 2 (O): -0.053, atom 3 (C): -0.203, atom 4 (C): -0.216, atom 5 (C): -0.313, atom 6 (N): 0.012, atom 7 (C): -0.208, atom 8 (N): -0.005, atom 9 (H): 0.152, atom 10 (H): 0.106, atom 11 (H): 0.025, atom 12 (H): 0.150, atom 13 (H): 0.060, atom 14 (H): 0.151, atom 15 (H): 0.132, atom 16 (H): 0.103, atom 17 (H): 0.138, atom 18 (H): 0.130, atom 19 (H): 0.071, atom 20 (H): 0.077



3.
Molecular formula: C4H6N2
Method: DFT, ωB97M-V with the def2-TZVPD basis set

Its total charge is 0. Its largest force on an atom is 1.3 eV/Å. Its relative energy (zero: lowest compared OMol25 entry of this formula, charge and spin) is 144.9 kJ/mol. The calculation puts the molar mass at 82.1 Da. The value obtained for the HOMO energy is -0.374 Ha. The total energy is -265.4804 hartree.

Positions of all 12 atoms, in Å:
1 C -0.239 -0.458 1.328
2 C -0.653 0.475 0.214
3 C -0.138 0.287 -1.177
4 C 0.833 -0.752 -1.434
5 H -0.246 0.068 2.281
6 H 0.763 -0.860 1.129
7 H -0.950 -1.300 1.381
8 H -1.674 0.834 0.278
9 H 1.190 1.305 0.007
10 H -0.766 0.528 -2.028
11 N 0.255 1.451 -0.364
12 N 1.626 -1.577 -1.614

Here is what Löwdin gives for the atomic charges, in e: atom 1 (C): -0.050, atom 2 (C): -0.329, atom 3 (C): -0.267, atom 4 (C): -0.190, atom 5 (H): 0.077, atom 6 (H): 0.075, atom 7 (H): 0.090, atom 8 (H): 0.132, atom 9 (H): 0.103, atom 10 (H): 0.136, atom 11 (N): 0.070, atom 12 (N): 0.153



4.
Molecular formula: C3H6N
Method: DFT, ωB97M-V with the def2-TZVPD basis set

Its total charge is +1. Its largest force on an atom is 5.5 eV/Å. Its relative energy (zero: lowest compared OMol25 entry of this formula, charge and spin) is 90.0 kJ/mol. The calculation puts the molar mass at 56.1 Da. The value obtained for the HOMO energy is -0.641 Ha. The total energy is -172.3243 hartree.

Positions of all 10 atoms, in Å:
1 C 1.488 -0.079 0.548
2 C -2.030 -0.092 -0.221
3 C 0.394 0.180 -0.414
4 N -0.790 0.008 -0.356
5 H 2.157 -0.606 -0.061
6 H -2.492 -0.978 -0.402
7 H 2.127 0.900 0.678
8 H 1.087 -0.695 1.456
9 H 0.614 0.674 -1.437
10 H -2.556 0.688 0.209

Here is what Löwdin gives for the atomic charges, in e: atom 1 (C): 0.001, atom 2 (C): 0.222, atom 3 (C): -0.109, atom 4 (N): 0.103, atom 5 (H): 0.066, atom 6 (H): 0.098, atom 7 (H): 0.156, atom 8 (H): 0.145, atom 9 (H): 0.207, atom 10 (H): 0.112